No. 1
Molecular formula: C7H10O
Method: DFT, ωB97M-V/def2-TZVPD

Output
E_HOMO = -0.3226 Eh
strongest force on any atom = 8.940 eV/A
gap between HOMO and LUMO = 7.6 eV
multiplicity = 1
ΔE to the lowest compared entry with this formula, charge and spin = 229.4 kcal per mole

Each line ends with the Löwdin charge.
Positions of all 18 atoms, in Å:
C1 1.570 1.449 0.062  -0.0970
C2 0.591 0.524 0.094  -0.6222
C3 -0.863 0.833 0.342  -0.0069
C4 -1.063 -0.574 -0.376  -0.6748
C5 0.105 -0.249 -1.287  -0.0108
C6 -0.353 -1.404 0.670  -0.0681
C7 0.714 -0.618 0.940  -0.0898
H1 1.249 2.510 -0.499  0.1550
H2 2.029 1.468 1.189  0.1311
H3 2.510 1.024 -0.504  0.1196
H4 -1.169 0.774 1.341  0.1036
H5 -1.164 1.573 -0.354  0.1133
H6 -2.319 -2.303 -0.270  0.3422
H7 0.619 -1.255 -1.592  0.1379
H8 -0.445 0.041 -2.282  0.1515
H9 -0.828 -2.234 1.287  0.1225
H10 0.948 -0.634 2.350  0.2336
O1 -2.131 -0.926 -1.112  -0.0408



No. 2
Molecular formula: C17H50N2O9
Method: DFT, ωB97M-V/def2-TZVPD

Output
E_HOMO = -0.3086 Eh
SMILES = COCCNCCOC.COCCNCCOC.CO.CO.CO.CO.CO
strongest force on any atom = 1.615 eV/A
gap between HOMO and LUMO = 8.8 eV
multiplicity = 1
ΔE to the lowest compared entry with this formula, charge and spin = 21.9 kcal per mole

Each line ends with the Löwdin charge.
Positions of all 78 atoms, in Å:
C1 -0.181 -0.613 -3.436  -0.1177
O1 0.156 -0.559 -4.808  -0.1833
C2 -0.897 -0.089 -5.613  -0.2499
C3 -0.473 -0.144 -7.060  -0.2154
N1 -0.340 -1.512 -7.517  -0.0684
C4 -0.164 -1.723 -8.942  -0.2283
C5 0.241 -3.155 -9.202  -0.2496
O2 1.541 -3.351 -8.704  -0.1877
C6 1.954 -4.701 -8.751  -0.1085
H1 0.746 -0.866 -2.929  0.0721
H2 -0.974 -1.342 -3.246  0.0943
H3 -0.507 0.380 -3.110  0.0695
H4 -1.203 0.943 -5.376  0.1197
H5 -1.785 -0.708 -5.417  0.1261
H6 0.451 0.438 -7.195  0.1256
H7 -1.261 0.291 -7.687  0.1225
H8 0.407 -1.978 -7.011  0.1102
H9 0.532 -1.014 -9.417  0.1210
H10 -1.135 -1.538 -9.418  0.1194
H11 0.247 -3.333 -10.285  0.1233
H12 -0.552 -3.759 -8.743  0.1281
H13 1.372 -5.352 -8.092  0.0881
H14 2.999 -4.709 -8.449  0.0871
H15 1.876 -5.082 -9.776  0.0861
C7 -0.849 -0.601 3.800  -0.0981
O3 -0.671 0.310 4.857  -0.1877
C8 -1.870 0.833 5.408  -0.2234
C9 -1.556 2.072 6.203  -0.2211
N2 -0.673 1.748 7.298  -0.0632
C10 -0.147 2.892 8.025  -0.2164
C11 1.019 2.522 8.904  -0.2399
O4 2.149 2.268 8.092  -0.1986
C12 3.325 2.016 8.830  -0.1138
H16 -1.237 -1.576 4.109  0.0950
H17 0.118 -0.747 3.327  0.0678
H18 -1.539 -0.221 3.040  0.0695
H19 -2.457 0.087 5.949  0.1300
H20 -2.529 1.106 4.573  0.1013
H21 -2.524 2.416 6.592  0.1233
H22 -1.154 2.896 5.594  0.1197
H23 0.056 1.097 7.045  0.1054
H24 -0.928 3.243 8.711  0.1192
H25 0.097 3.711 7.338  0.1189
H26 0.839 1.633 9.521  0.1266
H27 1.197 3.363 9.588  0.1218
H28 3.129 1.266 9.611  0.0868
H29 3.627 2.902 9.410  0.0860
H30 4.083 1.742 8.105  0.0864
C13 2.849 0.861 3.246  -0.1142
O5 2.492 0.648 1.873  -0.1302
H31 2.136 0.341 3.880  0.0693
H32 3.862 0.530 3.491  0.0793
H33 2.879 1.932 3.456  0.0844
H34 2.589 1.504 1.450  0.0820
C14 3.710 -1.494 -1.844  -0.1683
O6 4.362 -2.687 -1.465  -0.1133
H35 2.675 -1.400 -1.497  0.0558
H36 4.244 -0.633 -1.453  0.0781
H37 3.688 -1.453 -2.938  0.0772
H38 3.844 -3.454 -1.712  0.0740
C15 -4.106 0.574 1.918  -0.1985
O7 -4.407 0.032 3.176  -0.1132
H39 -3.435 1.429 1.996  0.0745
H40 -3.613 -0.106 1.205  0.0711
H41 -5.004 0.842 1.345  0.0790
H42 -4.535 -0.916 3.098  0.0847
C16 -0.265 -0.437 -0.207  -0.1655
O8 0.620 -1.185 0.621  -0.1338
H43 -0.843 -1.149 -0.790  0.0754
H44 -0.998 0.099 0.414  0.0609
H45 0.290 0.331 -0.746  0.0772
H46 1.271 -0.557 0.973  0.0274
C17 -2.914 2.039 -1.940  -0.1511
O9 -4.168 2.322 -2.573  -0.1210
H47 -2.121 2.744 -2.184  0.0818
H48 -3.038 1.910 -0.865  0.0647
H49 -2.652 1.031 -2.292  0.0631
H50 -3.967 2.802 -3.380  0.0694



No. 3
Molecular formula: C32H27F6N5O2PSc
Method: DFT, ωB97M-V/def2-TZVPD

Output
E_HOMO (spin up / spin down) = -0.6179 / -0.6180 Eh
charge = +3
strongest force on any atom = 0.218 eV/A
gap between HOMO and LUMO (spin up / spin down) = 7.1 / 4.9 eV
multiplicity = 2
ΔE to the lowest compared entry with this formula, charge and spin = 0.0 kcal per mole

Each line ends with the Löwdin charge.
Positions of all 74 atoms, in Å:
Sc1 -0.511 -0.329 0.689  1.1738
C1 2.875 -2.898 2.160  0.0200
O1 1.943 -2.606 3.268  0.1143
C2 1.083 -1.758 2.796  -0.3121
N1 1.271 -1.257 1.617  0.0692
C3 2.619 -1.750 1.174  -0.2009
C4 2.700 -2.090 -0.290  -0.2018
C5 2.099 -3.230 -0.813  -0.0377
C6 2.186 -3.504 -2.170  -0.0356
C7 2.881 -2.646 -3.012  -0.0438
C8 3.491 -1.511 -2.496  -0.0668
C9 3.400 -1.235 -1.138  -0.0467
C10 -0.088 -1.335 3.596  -0.1303
C11 -0.447 -1.738 4.870  0.0918
C12 -1.592 -1.169 5.425  0.0548
C13 -2.332 -0.226 4.712  0.0898
C14 -1.887 0.104 3.446  -0.1361
N2 -0.798 -0.444 2.915  0.0672
C15 -2.479 1.067 2.492  -0.3003
N3 -1.881 1.313 1.364  0.0363
C16 -2.708 2.342 0.658  -0.2049
C17 -3.978 2.401 1.531  0.0266
O2 -3.599 1.660 2.749  0.1182
C18 -2.940 2.002 -0.792  -0.2170
C19 -2.573 2.913 -1.779  -0.0330
C20 -2.808 2.623 -3.117  -0.0532
C21 -3.403 1.419 -3.473  -0.0466
C22 -3.768 0.505 -2.492  -0.0531
C23 -3.539 0.798 -1.153  -0.0520
H1 2.598 -3.876 1.772  0.1413
H2 3.877 -2.922 2.573  0.1534
H3 3.315 -0.931 1.377  0.1511
H4 1.553 -3.912 -0.172  0.1151
H5 1.724 -4.397 -2.568  0.1252
H6 2.970 -2.878 -4.065  0.1213
H7 4.076 -0.869 -3.143  0.1132
H8 3.923 -0.379 -0.720  0.1090
H9 0.141 -2.468 5.410  0.1502
H10 -1.908 -1.460 6.418  0.1446
H11 -3.219 0.230 5.129  0.1498
H12 -2.169 3.291 0.716  0.1517
H13 -4.825 1.874 1.098  0.1476
H14 -4.269 3.401 1.836  0.1520
H15 -2.136 3.866 -1.503  0.1229
H16 -2.552 3.349 -3.879  0.1223
H17 -3.610 1.203 -4.514  0.1243
H18 -4.251 -0.423 -2.766  0.1231
H19 -3.861 0.092 -0.394  0.1183
N4 1.199 2.165 1.374  0.2360
C24 1.985 2.208 0.296  -0.1739
C25 3.292 2.757 0.373  0.0586
C26 4.021 2.975 -0.769  0.0169
C27 3.481 2.651 -2.018  0.0997
C28 2.214 2.015 -2.130  -0.1241
C29 1.677 1.626 -3.375  0.0763
C30 0.471 0.973 -3.402  0.0412
C31 -0.154 0.660 -2.195  -0.0645
N5 0.340 0.997 -0.998  0.0630
C32 1.486 1.719 -0.973  -0.1433
H20 0.186 2.149 1.279  0.0844
H21 1.547 2.526 2.254  0.1553
H22 3.676 3.068 1.338  0.1447
H23 4.998 3.436 -0.707  0.1437
H24 4.040 2.863 -2.922  0.1510
H25 2.215 1.850 -4.288  0.1511
H26 0.008 0.671 -4.330  0.1430
H27 -1.087 0.106 -2.203  0.1103
F1 -2.197 -1.536 0.715  -0.2451
P1 -1.809 -2.963 -0.325  0.2939
F2 -0.869 -3.375 0.893  -0.0976
F3 -3.034 -3.715 0.226  -0.0081
F4 -0.469 -1.815 -0.733  -0.2549
F5 -1.205 -4.017 -1.278  -0.0176
F6 -2.603 -2.206 -1.446  -0.0666



> Among the records above, which one has the highest multiplicity?

C32H27F6N5O2PSc